(1)
The following is a quantum chemistry calculation of a molecular structure, C14H25ClO3P2Ru in a non-equilibrium geometry, from the Open Molecules 2025 dataset.

The multiplicity is 6. As for the expectation value of S²: 8.78. Its total charge is +1. The HOMO-LUMO gap (spin up / spin down) is 4.8 / 5.6 eV. The value obtained for the HOMO energy (spin up / spin down) is -7.53 / -11.90 eV.

XYZ file:
```
46
Properties=species:S:1:pos:R:3:forces:R:3:nbo_charge:R:1
Ru 0.0994 -0.5564 -0.8130 -2.526 1.922 -0.210 0.16
H -1.6841 -1.0877 -0.6303 -1.193 0.776 -0.416 0.05
H -1.6951 -0.4656 -1.1978 -0.972 -0.933 0.804 0.06
P -0.1425 -2.7630 -1.7057 -0.193 -2.896 -0.259 1.06
P -0.1915 1.5466 -1.8211 0.264 2.246 0.340 1.09
C 1.2961 2.5591 -1.4206 0.012 -0.196 -0.111 -0.95
H 1.1353 3.6172 -1.6785 -0.006 -0.361 0.030 0.25
H 1.5213 2.4763 -0.3472 -0.146 -0.036 -0.344 0.26
H 2.1535 2.1721 -1.9892 -0.179 0.159 0.145 0.25
C -0.5369 1.9821 -3.5645 0.045 -0.414 0.053 -0.94
H -1.5049 1.5552 -3.8536 0.209 0.113 -0.034 0.25
H -0.5620 3.0748 -3.6972 0.016 -0.388 0.168 0.26
H 0.2487 1.5547 -4.1990 -0.204 0.118 0.048 0.25
C -1.5119 2.4394 -0.8928 0.028 -0.272 -0.051 -0.95
H -1.3416 2.3138 0.1864 -0.034 0.028 -0.430 0.28
H -1.5198 3.5101 -1.1447 0.028 -0.360 -0.044 0.25
H -2.4792 1.9894 -1.1500 0.103 0.206 0.075 0.24
C -0.3175 -3.2245 -3.4776 0.093 0.030 0.053 -0.95
H -0.3622 -4.3196 -3.5820 0.003 0.345 0.062 0.25
H -1.2436 -2.7900 -3.8848 0.331 -0.098 0.119 0.25
H 0.5451 -2.8499 -4.0491 -0.300 -0.083 0.150 0.25
C 1.2508 -3.7933 -1.0982 -0.007 0.190 -0.130 -0.95
H 1.3065 -3.6795 -0.0052 0.062 -0.003 -0.331 0.27
H 1.0653 -4.8487 -1.3458 0.064 0.328 0.019 0.25
H 2.1935 -3.4642 -1.5584 -0.228 -0.164 0.209 0.25
C -1.5667 -3.6190 -0.9256 0.052 0.055 -0.061 -0.95
H -2.5066 -3.1779 -1.2814 0.158 -0.159 0.156 0.25
H -1.5346 -4.6874 -1.1893 -0.048 0.357 0.039 0.26
H -1.4898 -3.5141 0.1650 -0.082 0.019 -0.256 0.27
C 1.9303 -0.7436 -0.6507 8.629 -1.219 1.379 0.52
O 3.0731 -0.9106 -0.4590 -3.857 0.700 -0.838 -0.40
H 0.0872 -0.8756 -2.3933 0.068 0.455 0.078 0.07
Cl 0.4409 3.5995 6.8730 -0.009 -0.417 -0.519 0.11
C 0.3947 2.5726 5.4990 -0.019 1.186 1.731 -0.04
C 0.3440 1.1822 5.6495 -0.164 -3.465 -1.206 -0.21
C 0.2977 0.3655 4.5184 0.174 0.202 4.587 -0.24
C 0.2821 0.9359 3.2435 -0.272 -2.433 -3.593 0.03
C 0.3584 2.3258 3.0843 0.186 3.627 1.392 -0.28
C 0.3962 3.1488 4.2117 -0.053 -0.455 -3.843 -0.16
C 0.1562 0.0057 2.0548 0.199 1.277 3.035 0.66
O 0.1359 -1.2270 2.1753 -0.034 0.190 -0.659 -0.62
O 0.0664 0.6580 0.9265 -0.230 -0.403 -1.693 -0.73
H 0.3353 0.7572 6.6533 0.031 0.045 -0.331 0.24
H 0.2685 -0.7179 4.5809 -0.007 0.213 0.234 0.25
H 0.3841 2.7492 2.0786 -0.043 -0.016 0.462 0.22
H 0.4241 4.2244 4.1050 0.050 -0.017 -0.009 0.23
```
Positions in Å, forces in eV/Å.

(2)
The following is a quantum chemistry calculation of C5H7FS in the gas phase in a non-equilibrium geometry, from the Open Molecules 2025 dataset.

As for the SMILES: C[C@H]1S[C@H]1/C=C\F. The HOMO-LUMO gap is 9.6 eV. For the relative energy (zero: lowest compared OMol25 entry of this formula, charge and spin), the calculation gives 167.3 kJ/mol. The value obtained for the HOMO energy is -8.68 eV.

XYZ file:
```
14
Properties=species:S:1:pos:R:3:forces:R:3:nbo_charge:R:1
C -0.3621 1.4999 -0.4811 0.529 1.743 -1.715 -0.66
C -0.9434 0.6580 0.5367 -1.503 -2.567 1.937 -0.21
C -0.6534 -0.8423 0.5079 -2.173 0.678 2.417 -0.34
C 0.4263 -1.3993 -0.3013 -0.347 -0.935 -0.338 -0.33
C 1.6086 -0.8163 -0.1454 2.027 -3.903 -2.746 0.25
H 0.6283 1.7979 -0.0875 -0.745 0.558 -0.393 0.24
H -0.1319 0.9024 -1.3899 -0.457 0.604 0.346 0.23
H -1.0186 2.4056 -0.7265 1.075 -1.273 0.261 0.23
H -1.0217 1.1244 1.5639 -0.309 -0.739 -1.269 0.23
H -0.7667 -1.3433 1.5425 0.511 0.838 -1.671 0.24
H 0.2640 -2.3879 -0.8859 0.687 1.967 1.155 0.25
H 2.5155 -1.4173 -0.5998 -1.413 1.948 1.027 0.17
F 1.8643 0.3079 0.4766 0.478 0.189 0.735 -0.32
S -2.4093 -0.4898 -0.0101 1.640 0.892 0.253 0.02
```
Positions in Å, forces in eV/Å.

(3)
The following is a quantum chemistry calculation of 2 unconnected molecules or ions with the total composition C8H3BrClFO3 in a non-equilibrium geometry, from the Open Molecules 2025 dataset.

As for the SMILES: C=C1C(=O)OC(=O)/C1=C(\Cl)Br.C#CF. The HOMO-LUMO gap is 8.6 eV. For the relative energy (zero: lowest compared OMol25 entry of this formula, charge and spin), the calculation gives 147.9 kJ/mol. The value obtained for the HOMO energy is -9.73 eV.

XYZ file:
```
17
Properties=species:S:1:pos:R:3:forces:R:3:nbo_charge:R:1
C 1.7583 -1.1273 2.4004 -1.017 0.565 0.222 -0.37
C 0.0493 -0.0023 -1.3310 1.443 -0.817 0.500 -0.17
C -0.8272 0.5137 -0.3296 -1.681 1.920 0.228 -0.29
C 0.8353 -0.4463 2.6803 -1.345 2.184 0.785 0.40
C 0.1203 -1.4679 -0.9706 0.889 0.231 0.305 0.76
C -1.3457 -0.6065 0.4884 0.440 -0.946 -0.111 0.77
C 0.9338 0.5271 -2.1903 -1.967 0.184 -0.897 -0.27
C -1.2879 1.7676 -0.1392 1.393 -0.386 -2.274 -0.04
O 0.8084 -2.3089 -1.4347 0.333 -0.516 -0.619 -0.52
O -2.1623 -0.7444 1.3269 -1.032 1.008 0.885 -0.51
O -0.6795 -1.7307 0.1086 0.404 -0.374 -1.004 -0.47
F -0.0171 0.4874 3.0178 0.528 -1.262 -0.337 -0.27
Cl -2.3836 2.1765 0.9881 -1.213 0.822 1.448 0.19
Br -0.7893 3.1617 -1.3987 -0.342 -0.519 0.914 0.10
H 2.6577 -1.5314 2.1749 1.898 -1.399 -0.596 0.23
H 0.7416 1.4719 -2.7040 0.617 -0.019 0.849 0.22
H 1.5879 -0.1401 -2.6874 0.651 -0.677 -0.297 0.22
```
Positions in Å, forces in eV/Å.

Short version: calculated total energy = -54735.7194; -18848.9051; -99765.0413 eV, in the order given.